Below is an isolated molecule of C15H22F3NO4SSi at a distorted geometry, with properties calculated with ωB97M-V/def2-TZVPD.

The largest force on an atom comes out at 4.71 eV/A. The frontier orbital gap is 0.3430 Ha. As for the SMILES: C[C@H](C[Si@H](CC(=O)N(C)C)S(=O)(=O)C(F)(F)F)OCc1ccccc1. Its HOMO energy is -9.09 eV.

Geometry (Å):
1 C 0.30 -2.14 2.67
2 C 0.41 -1.30 1.34
3 C -0.12 0.16 1.67
4 Si -0.60 1.16 0.14
5 C -0.80 2.99 0.73
6 C 0.49 3.85 0.46
7 O 0.73 4.10 -0.70
8 N 1.30 4.33 1.56
9 C 2.22 3.27 2.05
10 C 2.08 5.53 1.17
11 S -2.60 0.62 -0.66
12 O -3.00 -0.74 -0.31
13 O -2.61 0.78 -2.12
14 C -3.94 1.77 -0.01
15 F -3.76 2.11 1.31
16 F -4.06 2.92 -0.72
17 F -5.13 1.09 -0.07
18 O -0.22 -1.87 0.21
19 C 0.20 -3.22 -0.05
20 C 0.33 -3.56 -1.56
21 C 1.31 -3.02 -2.49
22 C 1.36 -3.46 -3.89
23 C 0.44 -4.46 -4.44
24 C -0.56 -5.00 -3.50
25 C -0.62 -4.56 -2.10
26 H 0.69 -3.18 2.61
27 H 0.95 -1.61 3.43
28 H -0.74 -2.07 3.08
29 H 1.51 -1.16 1.09
30 H -0.97 0.05 2.40
31 H 0.70 0.70 2.23
32 H 0.43 1.19 -0.90
33 H -0.91 2.95 1.86
34 H -1.74 3.47 0.35
35 H 1.73 2.74 2.93
36 H 3.18 3.69 2.45
37 H 2.48 2.50 1.28
38 H 2.87 5.80 1.93
39 H 2.62 5.43 0.19
40 H 1.36 6.40 1.14
41 H -0.57 -3.90 0.41
42 H 1.22 -3.36 0.41
43 H 2.07 -2.28 -2.14
44 H 2.13 -3.07 -4.61
45 H 0.48 -4.83 -5.49
46 H -1.27 -5.77 -3.89
47 H -1.39 -5.05 -1.46

Here are the natural (NBO) charges for atoms 1 to 5, given in e:
1. C -0.65
2. C 0.12
3. C -0.90
4. Si 1.18
5. C -0.96

Below is a structure of composition C15H22FMgN6O4 at a distorted geometry, with properties calculated with ωB97M-V/def2-TZVPD.

The relative energy (zero: lowest compared OMol25 entry of this formula, charge and spin) is 0.0 kJ/mol. As for the net charge: +1. The largest force on an atom comes out at 4.98 eV/A. The frontier orbital gap is 0.3391 Ha. Its HOMO energy is -12.59 eV.

Geometry (Å):
1 Mg 1.70 1.07 -0.14
2 O 0.58 -0.39 -0.04
3 H -0.13 -0.92 -0.44
4 C -2.82 0.82 1.66
5 C -2.04 -0.18 2.42
6 O -2.44 -1.40 1.87
7 C -2.96 -1.25 0.69
8 O -3.36 -2.15 -0.06
9 O -3.12 0.09 0.47
10 F -2.32 -0.29 3.76
11 H -2.16 1.66 1.43
12 H -3.69 1.15 2.23
13 H -0.96 -0.09 2.31
14 C 1.75 -2.23 2.96
15 C 1.33 -1.45 4.15
16 N 0.94 -0.89 5.08
17 H 1.21 -1.82 2.11
18 H 1.57 -3.30 2.95
19 H 2.79 -2.00 2.74
20 C 3.50 0.59 -4.54
21 C 2.89 0.50 -3.18
22 N 2.43 0.43 -2.09
23 H 3.52 -0.44 -4.89
24 H 4.53 0.94 -4.43
25 H 3.02 1.37 -5.13
26 C 0.66 -3.18 -1.30
27 C 1.60 -3.58 -0.22
28 N 2.40 -3.87 0.54
29 H 0.80 -2.16 -1.65
30 H -0.36 -3.15 -0.92
31 H 0.80 -3.91 -2.10
32 C -1.87 -0.28 -2.88
33 C -0.76 -0.20 -3.82
34 N 0.11 -0.10 -4.58
35 H -2.65 -0.81 -3.43
36 H -2.29 0.69 -2.61
37 H -1.62 -0.84 -1.97
38 C -2.09 3.31 -1.73
39 C -0.84 2.71 -1.41
40 N 0.18 2.28 -1.09
41 H -2.77 3.19 -0.89
42 H -2.55 2.89 -2.62
43 H -1.94 4.37 -1.90
44 C 1.25 2.18 4.27
45 C 1.28 2.06 2.82
46 N 1.23 1.86 1.68
47 H 0.49 1.54 4.72
48 H 0.96 3.21 4.49
49 H 2.22 1.97 4.72

Here are the natural (NBO) charges for atoms 1 to 5, given in e:
1. Mg 1.82
2. O -1.39
3. H 0.46
4. C -0.13
5. C 0.44

Below is an isolated molecule of C15H22N2O3, with properties calculated with ωB97M-V/def2-TZVPD.

The relative energy (zero: lowest compared OMol25 entry of this formula, charge and spin) is 38.8 kJ/mol. The largest force on an atom comes out at 0.49 eV/A. The frontier orbital gap is 0.3553 Ha. As for the SMILES: COC(=O)[C@H](C)NC(=O)N[C@H](C)CCc1ccccc1. Its HOMO energy is -8.89 eV.

Geometry (Å):
1 C 4.58 -1.59 -2.37
2 H 3.83 -1.17 -3.03
3 H 4.67 -2.66 -2.56
4 H 5.54 -1.09 -2.51
5 O 4.22 -1.36 -1.01
6 C 3.06 -1.89 -0.61
7 O 2.34 -2.55 -1.31
8 C 2.78 -1.58 0.86
9 N 1.40 -1.90 1.15
10 C 0.47 -0.87 1.13
11 O 0.80 0.30 1.21
12 N -0.82 -1.29 1.09
13 H -1.02 -2.27 0.99
14 C -1.93 -0.36 1.04
15 C -2.89 -0.63 2.20
16 H -3.70 0.09 2.20
17 H -2.36 -0.55 3.15
18 H -3.31 -1.63 2.12
19 H -1.48 0.63 1.15
20 C -2.63 -0.45 -0.32
21 H -3.29 -1.32 -0.34
22 H -1.87 -0.60 -1.09
23 C -3.43 0.81 -0.67
24 C -2.52 2.00 -0.81
25 C -2.42 2.94 0.20
26 C -1.54 4.01 0.09
27 C -0.75 4.14 -1.05
28 C -0.86 3.20 -2.06
29 C -1.73 2.14 -1.94
30 H -1.81 1.41 -2.74
31 H -0.25 3.30 -2.95
32 H -0.07 4.96 -1.14
33 H -1.46 4.73 0.88
34 H -3.02 2.85 1.09
35 H -3.96 0.64 -1.61
36 H -4.18 1.00 0.11
37 H 1.10 -2.79 0.78
38 C 3.73 -2.38 1.75
39 H 4.76 -2.10 1.53
40 H 3.51 -2.17 2.79
41 H 3.60 -3.45 1.58
42 H 2.90 -0.51 1.03

Here are the natural (NBO) charges for atoms 1 to 5, given in e:
1. C -0.26
2. H 0.20
3. H 0.19
4. H 0.20
5. O -0.50

Below is an isolated molecule of C15H22N2O5S, with properties calculated with ωB97M-V/def2-TZVPD.

The relative energy (zero: lowest compared OMol25 entry of this formula, charge and spin) is 35.2 kJ/mol. The largest force on an atom comes out at 0.59 eV/A. The frontier orbital gap is 0.3152 Ha. As for the SMILES: COC(=O)[C@H](CCSC)NC(=O)Nc1cc(OC)cc(OC)c1. Its HOMO energy is -8.08 eV.

Geometry (Å):
1 C -6.17 -1.96 0.63
2 H -6.26 -2.02 -0.46
3 H -5.98 -2.96 1.02
4 H -7.07 -1.54 1.06
5 O -5.10 -1.09 0.98
6 C -3.89 -1.43 0.55
7 O -3.65 -2.41 -0.10
8 C -2.84 -0.41 0.96
9 N -1.56 -0.94 0.55
10 C -0.38 -0.27 0.73
11 O -0.32 0.80 1.31
12 N 0.68 -0.95 0.19
13 C 2.04 -0.58 0.17
14 C 2.92 -1.45 -0.46
15 C 4.27 -1.14 -0.51
16 C 4.73 0.04 0.06
17 C 3.84 0.91 0.69
18 C 2.49 0.60 0.75
19 H 1.78 1.25 1.23
20 O 4.39 2.03 1.22
21 C 3.54 2.95 1.88
22 H 2.79 3.35 1.20
23 H 3.05 2.49 2.74
24 H 4.19 3.75 2.22
25 H 5.78 0.28 0.02
26 O 5.22 -1.92 -1.11
27 C 4.83 -3.12 -1.71
28 H 5.74 -3.57 -2.11
29 H 4.38 -3.81 -0.98
30 H 4.12 -2.96 -2.53
31 H 2.54 -2.36 -0.90
32 H 0.49 -1.84 -0.24
33 H -1.62 -1.81 0.04
34 C -3.14 0.97 0.34
35 C -3.08 0.93 -1.18
36 H -2.27 0.30 -1.54
37 H -4.02 0.57 -1.61
38 S -2.81 2.59 -1.88
39 C -1.02 2.72 -1.61
40 H -0.78 2.50 -0.58
41 H -0.50 2.03 -2.28
42 H -0.74 3.74 -1.85
43 H -2.39 1.66 0.72
44 H -4.12 1.30 0.67
45 H -2.87 -0.30 2.06

Here are the natural (NBO) charges for atoms 1 to 5, given in e:
1. C -0.26
2. H 0.20
3. H 0.20
4. H 0.20
5. O -0.49

Below is a structure of composition C15H22N5O4S2Ti at a distorted geometry, with properties calculated with ωB97M-V/def2-TZVPD.

As for the multiplicity: 2. The relative energy (zero: lowest compared OMol25 entry of this formula, charge and spin) is 7.0 kJ/mol. Its expectation value of S² is 0.75. The largest force on an atom comes out at 1.25 eV/A. The frontier orbital gap (alpha / beta) is 0.2808 / 0.2846 Ha. Its HOMO energy (alpha / beta) is -7.35 / -7.46 eV.

Geometry (Å):
1 Ti 0.31 0.14 0.36
2 S 2.24 -0.89 -1.02
3 C 2.09 0.69 -1.70
4 C 2.93 1.22 -2.69
5 C 2.69 2.49 -3.16
6 C 1.63 3.24 -2.65
7 C 0.85 2.67 -1.68
8 N 1.07 1.43 -1.21
9 H 3.75 0.61 -3.07
10 H 3.33 2.91 -3.93
11 H 1.41 4.23 -3.01
12 H -0.01 3.18 -1.26
13 O 2.12 -0.08 3.66
14 N 1.56 -0.02 2.60
15 O 1.90 0.79 1.68
16 O 0.57 -0.76 2.30
17 S -1.66 3.84 2.48
18 C -2.85 2.79 1.82
19 C -2.26 1.71 1.26
20 N -0.89 1.72 1.33
21 C -0.44 2.78 1.94
22 H -3.90 3.01 1.89
23 H -2.74 0.89 0.75
24 H 0.61 2.96 2.11
25 C -2.99 -2.23 -0.47
26 C -1.49 -2.17 -0.78
27 C -1.25 -2.21 -2.28
28 C -0.75 -3.30 -0.07
29 O -1.01 -0.94 -0.29
30 H -3.42 -3.18 -0.80
31 H -3.50 -1.42 -1.00
32 H -3.16 -2.12 0.60
33 H -1.66 -3.12 -2.72
34 H -0.18 -2.17 -2.48
35 H -1.72 -1.34 -2.75
36 H -1.13 -4.27 -0.39
37 H -0.89 -3.22 1.01
38 H 0.31 -3.25 -0.29
39 C -5.44 0.37 -2.46
40 N -4.12 0.35 -3.07
41 C -4.03 -0.05 -4.47
42 C -3.15 1.06 -2.53
43 N -2.28 1.63 -2.03
44 H -5.89 -0.62 -2.53
45 H -6.10 1.09 -2.96
46 H -5.35 0.64 -1.41
47 H -4.42 -1.06 -4.58
48 H -2.99 -0.05 -4.77
49 H -4.59 0.62 -5.12

Here are the natural (NBO) charges for atoms 1 to 5, given in e:
1. Ti 1.47
2. S -0.23
3. C 0.10
4. C -0.28
5. C -0.14

Below is a structure of composition C15H23AsF6FeNO4S2 at a distorted geometry, with properties calculated with ωB97M-V/def2-TZVPD.

As for the multiplicity: 6. The relative energy (zero: lowest compared OMol25 entry of this formula, charge and spin) is 17.5 kJ/mol. As for the net charge: +2. Its expectation value of S² is 8.77. The largest force on an atom comes out at 2.80 eV/A. The frontier orbital gap (alpha / beta) is 0.3320 / 0.3139 Ha. Its HOMO energy (alpha / beta) is -14.93 / -16.26 eV.

Geometry (Å):
1 Fe 0.24 -0.38 3.33
2 C 1.35 -3.46 4.96
3 C 0.97 -2.06 5.05
4 C 1.85 -1.00 4.94
5 C 1.46 0.34 5.15
6 C 0.17 0.70 5.41
7 C -0.84 -0.33 5.28
8 C -0.39 -1.68 5.13
9 H 1.29 -3.87 3.93
10 H 0.69 -3.94 5.70
11 H 2.39 -3.60 5.29
12 H 2.88 -1.19 4.82
13 H 2.17 1.12 5.04
14 H -0.07 1.76 5.55
15 H -1.87 -0.06 5.33
16 H -1.19 -2.49 4.99
17 F -1.26 3.84 1.21
18 C -1.60 2.60 1.07
19 F -2.46 2.52 0.00
20 F -2.15 2.17 2.21
21 S -0.11 1.59 0.72
22 O 0.42 1.22 2.04
23 O 0.78 2.27 -0.16
24 N -0.65 0.30 0.00
25 S -0.86 -1.18 0.45
26 O -0.37 -2.03 -0.59
27 O -0.35 -1.38 1.84
28 C -2.65 -1.60 0.73
29 F -3.07 -1.21 1.93
30 F -2.81 -2.89 0.60
31 F -3.41 -0.98 -0.21
32 C 2.48 2.70 -3.65
33 C 0.94 2.59 -3.60
34 As 0.23 0.79 -3.66
35 C -1.76 0.64 -3.76
36 C -2.39 -0.68 -3.48
37 C 0.93 -0.27 -5.25
38 C 2.33 -0.88 -5.20
39 H 2.78 3.72 -3.54
40 H 2.98 2.28 -4.48
41 H 2.88 2.19 -2.73
42 H 0.37 3.07 -4.45
43 H 0.54 3.09 -2.74
44 H -1.98 0.98 -4.77
45 H -2.16 1.36 -3.07
46 H -2.44 -1.37 -4.38
47 H -3.44 -0.43 -3.34
48 H -1.84 -1.10 -2.59
49 H 0.81 0.43 -6.13
50 H 0.12 -1.05 -5.32
51 H 3.14 -0.06 -5.19
52 H 2.43 -1.55 -6.04
53 H 2.47 -1.56 -4.36

Here are the natural (NBO) charges for atoms 1 to 5, given in e:
1. Fe 1.55
2. C -0.66
3. C 0.03
4. C -0.27
5. C -0.26

Below is a cluster of 6 separate species, C15H23BN7O3 in total at a distorted geometry, with properties calculated with ωB97M-V/def2-TZVPD.

The relative energy (zero: lowest compared OMol25 entry of this formula, charge and spin) is 95.6 kJ/mol. As for the net charge: +1. The largest force on an atom comes out at 2.59 eV/A. The frontier orbital gap is 0.3091 Ha. Its HOMO energy is -13.06 eV.

Geometry (Å):
1 O -0.73 -1.45 4.50
2 B -0.28 -1.80 3.25
3 O -0.54 -3.07 2.70
4 C 0.57 -0.79 2.29
5 C -0.30 -0.40 1.10
6 C -1.68 -0.07 1.18
7 C -2.25 0.21 -0.09
8 N -1.56 0.17 -1.19
9 N -0.27 -0.06 -1.37
10 C 0.29 -0.34 -0.22
11 O 1.60 -0.63 -0.33
12 H -1.64 -1.12 4.42
13 H -1.33 -2.97 2.14
14 H 1.50 -1.29 1.96
15 H 0.86 0.12 2.86
16 H -2.29 -0.05 2.11
17 H -3.31 0.46 -0.15
18 H -2.07 0.36 -2.06
19 H 2.13 -0.13 0.33
20 C -1.24 2.46 4.45
21 C -2.08 1.32 4.11
22 N -2.74 0.42 3.85
23 H -1.82 3.39 4.45
24 H -0.80 2.35 5.43
25 H -0.43 2.59 3.73
26 C 4.79 -1.26 3.67
27 C 4.21 -0.74 2.44
28 N 3.76 -0.33 1.47
29 H 4.02 -1.54 4.39
30 H 5.39 -2.15 3.47
31 H 5.44 -0.53 4.15
32 C 6.70 0.00 -1.44
33 C 7.45 -0.57 -0.34
34 N 8.05 -1.02 0.53
35 H 7.09 0.98 -1.73
36 H 6.73 -0.64 -2.33
37 H 5.65 0.13 -1.18
38 C -4.29 -2.04 -3.41
39 C -4.18 -0.62 -3.71
40 N -4.09 0.51 -3.93
41 H -5.27 -2.29 -3.01
42 H -4.14 -2.64 -4.31
43 H -3.55 -2.35 -2.68
44 C -3.72 2.72 -6.51
45 C -4.25 3.27 -7.75
46 N -4.67 3.71 -8.72
47 H -4.52 2.46 -5.81
48 H -3.14 1.81 -6.69
49 H -3.07 3.43 -6.00

Here are the natural (NBO) charges for atoms 1 to 5, given in e:
1. O -0.94
2. B 1.22
3. O -0.92
4. C -0.85
5. C 0.07

Below is a cluster of 2 separate species, C15H23Br2F8O in total, with properties calculated with ωB97M-V/def2-TZVPD.

The relative energy (zero: lowest compared OMol25 entry of this formula, charge and spin) is 0.0 kJ/mol. As for the net charge: -1. The largest force on an atom comes out at 0.36 eV/A. The frontier orbital gap is 0.1286 Ha. Its HOMO energy is -1.41 eV.

Geometry (Å):
1 C 5.81 0.21 0.64
2 C 4.67 0.52 -0.34
3 C 4.61 -0.48 -1.51
4 C 3.20 -0.76 -2.05
5 C 3.30 -1.79 -3.20
6 C 2.41 0.50 -2.43
7 C 1.08 0.57 -1.69
8 C 0.15 1.65 -2.22
9 O -1.26 1.30 -2.22
10 C -1.83 1.25 -0.95
11 C -2.44 -0.14 -0.66
12 F -3.81 -0.06 -0.69
13 F -2.08 -1.06 -1.59
14 C -2.07 -0.74 0.74
15 F -0.80 -0.43 1.04
16 F -2.87 -0.17 1.68
17 C -2.18 -2.29 0.90
18 F -1.92 -2.54 2.22
19 F -1.22 -2.88 0.18
20 C -3.52 -3.00 0.63
21 F -3.70 -3.24 -0.69
22 F -4.56 -2.24 1.06
23 H 5.92 0.98 1.41
24 H 6.76 0.11 0.10
25 H 5.62 -0.74 1.15
26 H 3.70 0.51 0.19
27 H 4.80 1.53 -0.72
28 H 5.25 -0.11 -2.33
29 H 5.08 -1.42 -1.18
30 H 2.68 -1.30 -1.23
31 H 2.38 -1.74 -3.79
32 H 4.13 -1.54 -3.87
33 H 3.43 -2.82 -2.84
34 H 3.00 1.38 -2.14
35 H 0.55 -0.39 -1.82
36 H 1.19 0.72 -0.59
37 H 0.40 1.87 -3.26
38 H 0.25 2.59 -1.64
39 H -2.67 1.95 -0.88
40 H -1.10 1.50 -0.17
41 H -3.52 -3.95 1.17
42 Br -4.95 2.61 6.38
43 C -5.36 1.76 4.67
44 C -4.37 2.12 3.60
45 Br -4.61 3.94 2.96
46 H -6.37 2.06 4.41
47 H -5.33 0.69 4.87
48 H -4.50 1.48 2.73
49 H -3.34 2.04 3.95

Here are the natural (NBO) charges for atoms 1 to 5, given in e:
1. C -0.60
2. C -0.40
3. C -0.39
4. C -0.24
5. C -0.61